[1]
Entry from the Open Molecules 2025 dataset: C23H14F4N4O2S in the gas phase in a non-equilibrium geometry (ωB97M-V/def2-TZVPD).

```
48
Properties=species:S:1:pos:R:3
F 1.594 -3.817 4.428
C 1.709 -2.695 3.770
C 0.640 -1.689 3.603
C 0.666 -0.528 2.804
C 1.771 -0.329 1.991
C 1.874 0.790 1.092
C 3.044 1.497 1.103
C 3.288 2.358 0.032
C 2.214 2.666 -0.856
C 0.892 2.150 -0.600
C -0.264 2.789 -1.249
N -1.447 2.146 -1.328
C -2.491 2.735 -1.965
C -3.777 2.053 -2.013
C -3.882 0.741 -1.398
C -5.241 0.328 -1.449
O -5.943 1.271 -2.068
C -5.099 2.387 -2.259
C -2.394 4.000 -2.399
C -1.183 4.645 -2.390
C -1.071 6.073 -2.899
F 0.012 6.945 -2.588
F -1.117 5.940 -4.255
F -2.156 6.799 -2.433
N -0.026 3.973 -1.821
C 0.746 1.193 0.350
C 2.847 -1.272 2.123
C 2.842 -2.406 2.929
C 4.119 -3.357 2.995
N 3.745 -4.730 2.719
O 4.477 -5.648 3.460
C 4.997 -4.872 4.526
S 6.338 -4.944 5.557
N 4.723 -3.476 4.244
H -0.271 -2.047 4.061
H -0.217 0.065 2.674
H 3.924 1.389 1.778
H 4.237 2.873 0.094
H 2.272 3.283 -1.679
H -3.086 0.127 -0.880
H -5.598 -0.534 -0.833
H -5.528 3.305 -2.650
H -3.331 4.466 -2.785
H -0.272 0.811 0.516
H 3.729 -1.108 1.615
H 4.881 -3.174 2.348
H 2.702 -4.840 2.895
H 5.512 -2.933 4.489
```

Results
DFT total energy = -55832.8498 eV
spin multiplicity = 1
SMILES string = Fc1ccc(-c2cccc(-c3nc(-c4ccoc4)cc(C(F)(F)F)n3)c2)cc1[C@@H]1NOC(=S)N1
LUMO energy = -0.8 eV
ΔE to the lowest compared entry with this formula, charge and spin = 41.98 kcal/mol

***

[2]
Entry from the Open Molecules 2025 dataset: a gas-phase ion, C23H14F6NO4S2 (charge -1) in a non-equilibrium geometry (ωB97M-V/def2-TZVPD).

```
50
Properties=species:S:1:pos:R:3
F 5.772 0.470 2.175
C 4.845 -0.417 2.678
F 5.210 -1.670 2.262
F 4.964 -0.372 4.044
C 3.453 -0.068 2.222
C 2.526 -1.050 1.893
C 1.316 -0.699 1.279
C 1.038 0.637 0.980
C -0.079 0.980 -0.016
S -1.540 1.693 1.000
C -2.557 0.306 1.620
C -3.205 -0.578 0.759
C -3.788 -1.744 1.249
C -3.809 -1.987 2.623
C -3.287 -1.022 3.499
C -2.681 0.138 3.004
O -1.001 2.357 2.160
O -2.397 2.438 0.090
C 1.901 1.619 1.505
C 3.098 1.247 2.096
H 2.785 -2.059 2.136
H 0.695 -1.531 0.921
H -0.563 0.009 -0.239
H -3.247 -0.388 -0.306
H -4.214 -2.449 0.532
H -4.227 -2.921 3.002
H -3.357 -1.184 4.577
H -2.288 0.877 3.701
H 1.679 2.668 1.283
H 3.740 2.034 2.450
F -1.679 3.291 -4.497
C -1.246 2.048 -4.173
F -2.012 1.156 -4.840
F 0.040 1.895 -4.613
S -1.108 1.880 -2.159
N -0.486 -2.921 -3.356
C 0.817 -2.507 -3.157
O 1.817 -3.193 -3.308
C 0.790 -1.052 -2.662
C -0.556 -0.731 -2.589
C -1.421 0.235 -2.079
C 0.606 1.707 -1.176
C 1.735 1.052 -1.785
C 1.842 -0.162 -2.404
C -1.321 -1.965 -2.860
O -2.529 -2.020 -2.615
H -2.251 -0.014 -1.390
H 0.671 2.809 -1.148
H 2.684 1.558 -1.544
H 2.828 -0.401 -2.822
```

Results
DFT total energy = -71730.5125 eV
spin multiplicity = 1
total charge = -1
LUMO energy = 1.8 eV
ΔE to the lowest compared entry with this formula, charge and spin = 90.55 kcal/mol

***

[3]
Entry from the Open Molecules 2025 dataset: a molecular structure, C23H15BF5IrNO6Se in a non-equilibrium geometry (ωB97M-V/def2-TZVPD).

```
53
Properties=species:S:1:pos:R:3
Ir 1.878 2.412 -0.491
O 3.822 -0.163 5.509
C 2.603 0.252 5.271
O 1.710 0.233 6.076
C 2.433 0.760 3.860
C 1.172 1.212 3.501
C 0.967 1.677 2.220
N 1.970 1.703 1.335
C 3.195 1.261 1.669
C 3.463 0.781 2.932
C 4.217 1.297 0.555
O 5.355 0.958 0.738
O 3.714 1.702 -0.585
H 0.368 1.191 4.222
H 0.007 2.032 1.873
H 4.464 0.437 3.154
C -1.134 -5.367 0.257
C -2.005 -4.559 -0.715
C -3.281 -4.101 0.006
C -2.412 -5.475 -1.869
C -1.223 -3.334 -1.192
C -0.892 -3.134 -2.531
C -0.176 -2.020 -2.976
C 0.202 -1.108 -2.024
O 0.905 0.068 -2.166
B 1.017 0.595 -0.883
O 0.383 -0.236 0.045
C -0.116 -1.294 -0.690
C -0.820 -2.383 -0.244
H -1.681 -6.242 0.615
H -0.846 -4.775 1.126
H -0.222 -5.710 -0.234
H -3.860 -4.969 0.331
H -3.907 -3.501 -0.657
H -3.055 -3.504 0.889
H -2.984 -6.317 -1.476
H -1.542 -5.881 -2.389
H -3.040 -4.956 -2.595
H -1.193 -3.863 -3.269
H 0.071 -1.884 -4.019
H -1.045 -2.493 0.808
F -3.292 6.379 -2.077
C -2.051 6.062 -1.722
C -1.039 7.006 -1.798
F -1.322 8.231 -2.228
C 0.255 6.675 -1.429
F 1.191 7.617 -1.513
C 0.587 5.399 -0.989
Se 2.352 4.936 -0.451
C -0.460 4.504 -0.918
F -0.223 3.229 -0.427
C -1.762 4.788 -1.268
F -2.718 3.869 -1.167
```

Results
DFT total energy = -120317.7754 eV
spin multiplicity = 2
LUMO energy (alpha / beta) = -1.6 / -4.0 eV
ΔE to the lowest compared entry with this formula, charge and spin = 25.90 kcal/mol

***

[4]
Entry from the Open Molecules 2025 dataset: a molecular structure, C23H15F4FeO3 in a non-equilibrium geometry (ωB97M-V/def2-TZVPD).

```
46
Properties=species:S:1:pos:R:3
F -3.186 3.404 -2.730
C -2.961 2.040 -2.763
C -4.065 1.197 -2.750
C -3.778 -0.175 -2.728
F -4.857 -1.035 -2.709
C -2.509 -0.716 -2.725
C -1.373 0.164 -2.743
C -0.063 -0.405 -2.706
C 1.246 0.163 -2.753
C 2.382 -0.717 -2.729
C 3.652 -0.176 -2.725
F 4.731 -1.038 -2.702
C 3.938 1.195 -2.749
C 2.836 2.040 -2.770
F 3.062 3.403 -2.745
C 1.532 1.561 -2.791
C -1.658 1.562 -2.778
H -5.081 1.585 -2.757
H -2.367 -1.798 -2.713
H -0.063 -1.492 -2.653
H 2.240 -1.798 -2.714
H 4.955 1.583 -2.752
H 0.714 2.272 -2.819
H -0.839 2.273 -2.801
O -1.878 -2.674 5.587
C -0.770 -2.336 5.442
Fe 0.597 -1.539 4.760
C 1.218 -0.689 6.196
O 1.709 0.055 6.943
C 1.624 -2.960 4.902
O 2.178 -3.978 4.923
C -1.440 0.486 2.619
C -1.344 0.430 1.123
C -0.007 0.853 0.615
C 1.143 0.197 0.946
C 1.223 -0.921 1.800
C 0.227 -1.309 2.758
C -0.644 -0.301 3.372
H -2.224 1.121 3.048
H -1.462 -0.628 0.835
H -2.142 0.992 0.628
H 0.020 1.675 -0.111
H 2.067 0.541 0.456
H 2.119 -1.558 1.718
H -0.121 -2.370 2.746
H -0.581 -0.180 4.499
```

Results
DFT total energy = -75489.4661 eV
spin multiplicity = 5
total charge = -1
LUMO energy (alpha / beta) = 2.5 / 0.2 eV
ΔE to the lowest compared entry with this formula, charge and spin = 0.00 kcal/mol

***

DFT total energy of number 3 (C23H15BF5IrNO6Se)?
-120317.7754 eV

***

The highest DFT total energy belongs to which entry?
C23H14F4N4O2S